[1]
Formula: C2HF2N3
Source: OMol25
Level of theory: ωB97M-V with the def2-TZVPD basis set

Results
**Orbital gap (spin up / spin down)**: 8.08 / 7.32 eV
**ΔE to the lowest compared entry with this formula, charge and spin**: 5.584 eV
**Highest occupied orbital energy (spin up / spin down)**: -9.75 / -9.80 eV

Element x y z (Å)
C -1.085 1.041 -0.012
C -1.332 -0.231 0.093
N -0.222 -1.081 -0.091
N 0.963 -0.844 -0.073
N 1.513 0.263 -0.014
F -2.387 -1.016 0.137
F 2.846 0.181 0.163
H -0.296 1.686 -0.203


[2]
Formula: C39H63AgF3N4O5P3S
Source: OMol25
Level of theory: ωB97M-V with the def2-TZVPD basis set

Results
**Orbital gap**: 6.28 eV
**Charge**: -2
**Highest occupied orbital energy**: -2.03 eV

Element x y z (Å)
Ag 0.552 -0.181 -0.220
O 4.181 -0.113 3.141
C 3.160 -0.055 2.420
O 2.706 -0.905 1.609
C 2.304 1.238 2.629
P 0.523 1.021 2.198
C -0.101 2.767 2.097
C -1.330 3.152 2.644
C -1.841 4.432 2.457
C -1.140 5.362 1.702
C 0.068 4.991 1.128
C 0.578 3.712 1.321
C -0.156 0.546 3.853
C -0.817 -0.676 3.960
C -1.348 -1.101 5.176
C -1.225 -0.302 6.302
C -0.562 0.921 6.211
C -0.033 1.338 4.999
H 2.722 1.986 1.956
H 2.425 1.579 3.652
H -1.900 2.441 3.231
H -2.798 4.696 2.894
H -1.540 6.359 1.550
H 0.616 5.689 0.503
H 1.500 3.439 0.823
H -0.919 -1.293 3.071
H -1.858 -2.058 5.238
H -1.644 -0.625 7.248
H -0.459 1.548 7.089
H 0.479 2.291 4.934
C -4.996 2.199 -0.838
C -3.563 2.210 -0.296
C -2.698 3.168 -1.129
P -2.639 0.595 -0.085
C -3.359 -0.083 1.510
C -4.793 0.255 1.920
C -3.091 -1.590 1.626
C -3.222 -0.599 -1.398
C -4.681 -1.072 -1.447
C -2.782 -0.133 -2.791
H -5.473 3.172 -0.655
H -5.622 1.431 -0.387
H -4.990 2.039 -1.921
H -3.579 2.612 0.722
H -2.607 2.818 -2.162
H -1.684 3.246 -0.730
H -3.141 4.172 -1.142
H -2.705 0.403 2.243
H -5.529 -0.210 1.259
H -4.980 1.332 1.934
H -4.975 -0.126 2.933
H -3.833 -2.164 1.059
H -3.164 -1.905 2.675
H -2.101 -1.860 1.235
H -2.584 -1.454 -1.137
H -5.340 -0.307 -1.863
H -5.069 -1.364 -0.472
H -4.750 -1.950 -2.105
H -3.469 0.627 -3.184
H -2.791 -0.981 -3.486
H -1.775 0.286 -2.782
F 1.873 2.035 -4.419
C 2.406 1.584 -3.268
F 2.460 0.246 -3.332
F 3.660 2.043 -3.190
S 1.391 2.144 -1.845
O 1.355 3.579 -2.020
O 2.143 1.675 -0.689
O 0.138 1.448 -2.096
N -0.419 -2.170 -0.242
P 0.144 -3.566 -0.352
N -0.978 -4.804 -0.839
C -1.534 -4.523 -2.172
C -2.214 -5.783 -2.727
C -2.852 -6.596 -1.591
C -3.299 -5.641 -0.489
C -2.074 -4.969 0.146
N 0.656 -4.304 1.088
C 0.968 -5.706 1.243
C 0.471 -6.200 2.628
C 0.251 -5.010 3.570
C 1.423 -4.041 3.425
C 1.455 -3.462 1.991
N 1.375 -3.833 -1.487
C 1.906 -5.148 -1.811
C 2.550 -5.100 -3.193
C 3.799 -4.200 -3.159
C 3.622 -3.059 -2.137
C 2.156 -2.683 -1.985
H -0.724 -4.207 -2.827
H -2.244 -3.684 -2.134
H -1.486 -6.398 -3.265
H -2.981 -5.484 -3.449
H -2.114 -7.287 -1.173
H -3.686 -7.195 -1.964
H -3.861 -6.167 0.284
H -3.969 -4.888 -0.917
H -1.709 -5.598 0.961
H -2.360 -4.002 0.579
H 2.055 -5.874 1.166
H 0.494 -6.274 0.443
H 1.218 -6.873 3.063
H -0.456 -6.772 2.522
H 0.144 -5.356 4.602
H -0.672 -4.493 3.291
H 2.353 -4.582 3.632
H 1.363 -3.229 4.151
H 2.494 -3.379 1.647
H 1.053 -2.456 1.946
H 1.094 -5.874 -1.781
H 2.668 -5.483 -1.086
H 1.814 -4.690 -3.891
H 2.801 -6.107 -3.536
H 3.984 -3.787 -4.155
H 4.675 -4.799 -2.896
H 4.187 -2.176 -2.441
H 4.004 -3.358 -1.158
H 1.770 -2.332 -2.953
H 2.064 -1.860 -1.292


[3]
Formula: C29H41F5P2RuS
Source: OMol25
Level of theory: ωB97M-V with the def2-TZVPD basis set

Results
**Orbital gap (spin up / spin down)**: 6.79 / 4.11 eV
**Charge**: +1
**Spin multiplicity**: 6
**Highest occupied orbital energy (spin up / spin down)**: -9.09 / -9.27 eV
**Expectation value of S²**: 8.84

Element x y z (Å)
Ru 0.178 -0.983 -0.829
C -0.921 -2.349 1.835
C 0.413 -2.311 1.108
C 0.521 -1.128 3.161
C -0.812 -1.632 3.016
C 1.284 -1.551 2.076
C -2.092 -3.190 1.503
H -1.927 -3.818 0.632
H -2.991 -2.581 1.318
H -2.318 -3.848 2.358
C -1.854 -1.505 4.080
H -2.770 -2.053 3.804
H -2.132 -0.442 4.246
H -1.487 -1.889 5.051
C 1.017 -0.409 4.369
H 1.113 -1.082 5.243
H 0.330 0.401 4.666
H 2.000 0.035 4.181
C 2.770 -1.540 2.101
H 3.115 -2.019 3.018
H 3.172 -0.521 2.076
H 3.190 -2.086 1.266
C 0.958 -3.611 0.568
H 1.350 -4.321 1.317
H 1.804 -3.372 -0.085
H 0.176 -4.170 0.046
C -1.423 1.228 -3.417
C -2.013 -0.103 -3.553
C -1.454 -1.196 -4.478
C 0.094 -1.187 -4.527
C 0.806 -0.661 -3.297
C 1.354 0.595 -3.345
C 0.930 1.692 -4.307
C -0.603 1.745 -4.546
H -1.894 -1.130 -5.491
H 0.429 -0.633 -5.421
H -1.820 -2.162 -4.104
H -0.831 1.183 -5.476
H -2.137 1.970 -2.988
H -3.115 0.020 -3.645
H -0.896 2.791 -4.744
H 1.257 2.679 -3.928
H 2.266 0.839 -2.796
H 1.455 1.548 -5.277
H 0.415 -2.225 -4.670
H 1.426 -1.429 -2.802
P -1.661 -0.363 -1.876
C -3.152 0.258 -1.101
C -1.351 -2.239 -1.749
P 1.888 0.446 0.010
C 0.212 1.049 -0.940
C 3.219 -0.529 -0.929
C 2.506 2.080 0.107
H -2.940 1.068 -0.404
H -3.602 -0.581 -0.572
H -3.797 0.630 -1.898
H -0.718 -2.726 -2.518
H -2.352 -2.646 -1.723
H -0.979 -2.384 -0.688
H 2.683 2.402 -0.921
H 3.417 2.100 0.713
H 1.769 2.743 0.575
H -0.369 1.757 -0.274
H 0.444 1.486 -1.920
H 4.059 -0.642 -0.209
H 3.544 0.067 -1.779
H 2.848 -1.513 -1.238
F 0.762 5.634 4.904
C 0.276 4.650 4.146
C 0.383 4.738 2.751
F 1.027 5.771 2.160
C -0.212 3.770 1.974
F -0.210 3.960 0.610
C -0.874 2.641 2.537
S -1.409 1.354 1.618
C -0.989 2.626 3.945
F -1.774 1.685 4.552
C -0.414 3.584 4.745
F -0.566 3.539 6.075


[4]
Formula: HN4P
Source: OMol25
Level of theory: ωB97M-V with the def2-TZVPD basis set

Results
**Orbital gap**: 9.14 eV
**ΔE to the lowest compared entry with this formula, charge and spin**: 0.109 eV
**Highest occupied orbital energy**: -10.11 eV
**SMILES**: N1=NN=[PH]=N1

Element x y z (Å)
N -1.351 -0.066 0.009
N -0.659 0.805 0.837
N 0.563 0.953 0.603
P 1.035 -0.088 -0.827
N -0.643 -0.592 -0.834
H 1.055 -1.012 0.212


[5]
Formula: C59H131CuF3N15O37S5
Source: OMol25
Level of theory: ωB97M-V with the def2-TZVPD basis set

Results
**Orbital gap (spin up / spin down)**: 9.52 / 8.63 eV
**Charge**: +1
**ΔE to the lowest compared entry with this formula, charge and spin**: 0.198 eV
**Spin multiplicity**: 2
**Highest occupied orbital energy (spin up / spin down)**: -10.75 / -10.75 eV
**Expectation value of S²**: 0.75

Element x y z (Å)
Cu -0.022 1.856 -2.769
C 0.392 -0.082 -0.460
O -0.596 0.322 0.441
O 0.913 0.941 -1.227
C 1.438 -0.561 0.522
F 0.915 -1.462 1.426
F 2.411 -1.248 -0.088
F 2.019 0.510 1.182
C -1.928 -0.192 0.346
C -2.593 -0.085 1.694
H -2.190 -0.770 2.374
H -2.592 0.906 2.046
H -3.582 -0.524 1.571
H -1.934 -1.168 -0.089
H -2.500 0.447 -0.301
H 0.059 -0.939 -1.094
C -4.723 2.635 0.522
C -3.666 3.593 -0.103
O -4.290 4.139 -1.217
S -5.873 4.033 -1.143
O -6.319 3.857 -2.476
O -6.314 5.106 -0.272
O -5.837 2.664 -0.364
H -4.922 2.899 1.572
H -4.441 1.595 0.508
H -2.755 3.000 -0.446
H -3.367 4.332 0.608
C 1.955 -4.928 -3.351
C 1.945 -3.566 -2.650
O 2.308 -2.657 -3.740
S 1.959 -3.215 -5.146
O 3.205 -3.478 -5.744
O 0.928 -2.462 -5.701
O 1.268 -4.588 -4.624
H 1.354 -5.651 -2.834
H 2.903 -5.281 -3.671
H 2.640 -3.239 -1.895
H 1.020 -3.140 -2.329
C 5.091 2.075 5.081
C 3.785 1.541 4.683
O 3.613 2.002 3.344
S 4.613 3.094 2.918
O 4.047 4.329 2.575
O 5.594 2.536 2.032
O 5.156 3.325 4.415
H 5.955 1.412 4.753
H 5.089 2.219 6.175
H 2.891 1.824 5.310
H 3.911 0.496 4.649
C 10.152 1.639 -0.878
C 9.340 2.208 -2.036
O 8.674 0.990 -2.473
S 8.639 -0.136 -1.343
O 9.539 -1.185 -1.766
O 7.273 -0.471 -1.034
O 9.303 0.661 -0.182
H 10.461 2.356 -0.108
H 11.056 1.116 -1.205
H 9.897 2.514 -2.907
H 8.616 3.020 -1.740
C 5.589 -2.212 0.900
C 5.413 -0.821 1.341
O 4.880 -0.944 2.721
S 4.277 -2.343 3.013
O 2.873 -2.214 3.268
O 5.150 -3.052 3.899
O 4.457 -2.953 1.575
H 6.577 -2.646 1.186
H 5.458 -2.269 -0.184
H 4.569 -0.398 0.828
H 6.288 -0.193 1.371
C -7.215 -4.265 -2.447
C -6.326 -3.020 -2.495
O -5.704 -2.637 -3.512
N -6.247 -2.259 -1.329
C -5.368 -1.162 -1.187
H -8.274 -3.881 -2.413
H -7.011 -4.767 -1.542
H -6.946 -4.901 -3.309
H -6.573 -2.616 -0.453
H -5.956 -0.271 -1.143
H -4.545 -1.015 -1.897
H -4.736 -1.286 -0.333
C 3.399 0.554 -5.144
C 2.628 0.747 -3.885
O 1.431 1.090 -4.038
N 3.204 0.482 -2.730
C 4.474 -0.194 -2.284
H 3.056 -0.318 -5.665
H 4.508 0.533 -5.249
H 3.116 1.434 -5.792
H 2.555 0.553 -1.943
H 5.289 -0.115 -3.088
H 4.277 -1.273 -2.101
H 4.736 0.276 -1.386
C 0.610 4.452 -4.664
C -0.403 3.456 -5.142
O -0.803 2.559 -4.399
N -0.849 3.550 -6.382
C -1.858 2.750 -7.071
H 1.007 5.013 -5.503
H 1.459 3.968 -4.148
H 0.222 5.047 -3.850
H -0.498 4.343 -6.956
H -1.789 2.984 -8.114
H -2.867 3.070 -6.843
H -1.696 1.685 -6.855
C 1.059 -4.619 1.822
C 0.184 -4.556 0.612
O 0.728 -4.692 -0.480
N -1.187 -4.445 0.747
C -2.037 -4.392 -0.431
H 1.850 -3.867 1.648
H 1.581 -5.553 1.876
H 0.609 -4.406 2.829
H -1.584 -3.877 1.441
H -1.657 -3.705 -1.223
H -3.037 -4.168 -0.204
H -2.091 -5.393 -0.850
C 6.323 5.905 0.483
C 7.450 4.923 0.691
O 7.681 4.034 -0.162
N 8.177 5.017 1.778
C 9.224 3.991 2.094
H 5.915 5.700 -0.489
H 6.763 6.948 0.422
H 5.543 5.962 1.266
H 7.736 5.491 2.561
H 8.833 2.985 2.013
H 9.608 4.176 3.151
H 10.019 4.018 1.380
C 3.977 3.441 -0.945
C 4.477 3.561 -2.463
O 3.817 3.842 -3.457
N 5.790 3.334 -2.531
C 6.555 3.402 -3.765
H 2.874 3.549 -0.875
H 4.322 4.282 -0.279
H 4.219 2.411 -0.550
H 6.298 3.153 -1.664
H 6.533 2.423 -4.202
H 7.563 3.774 -3.560
H 6.176 4.121 -4.502
C -3.729 -1.593 -8.751
C -4.076 -1.262 -7.279
O -3.510 -0.325 -6.707
N -4.956 -2.034 -6.659
C -5.628 -3.155 -7.241
H -4.621 -1.746 -9.320
H -3.137 -2.443 -8.875
H -3.210 -0.730 -9.176
H -5.036 -1.874 -5.654
H -6.582 -2.853 -7.787
H -6.007 -3.717 -6.456
H -5.098 -3.769 -7.893
C -4.321 -1.527 5.104
C -4.686 -0.230 5.774
O -3.836 0.581 6.167
N -5.985 -0.038 5.734
C -6.728 1.154 6.192
H -5.164 -2.229 5.211
H -3.411 -1.906 5.637
H -4.050 -1.384 4.061
H -6.575 -0.846 5.521
H -6.003 1.805 6.696
H -7.476 0.927 6.909
H -7.075 1.781 5.332
C 10.084 -3.940 2.525
C 9.741 -2.677 3.184
O 10.264 -1.611 2.996
N 8.801 -2.730 4.195
C 8.493 -1.576 5.006
H 9.403 -4.737 2.803
H 11.028 -4.140 2.987
H 10.076 -4.041 1.460
H 8.123 -3.474 4.094
H 9.396 -1.151 5.423
H 7.872 -1.886 5.800
H 8.020 -0.770 4.405
C -9.294 -0.011 -0.787
C -8.380 -0.266 0.330
O -8.192 -1.428 0.672
N -7.897 0.816 0.970
C -6.984 0.705 2.080
H -9.397 1.094 -1.070
H -10.358 -0.456 -0.586
H -8.964 -0.578 -1.608
H -7.897 1.647 0.430
H -6.148 -0.011 1.735
H -7.388 0.363 2.972
H -6.465 1.625 2.238
C -2.293 -5.817 4.827
C -2.109 -4.407 4.366
O -2.833 -3.904 3.484
N -1.003 -3.795 4.808
C -0.550 -2.549 4.219
H -1.362 -6.387 4.800
H -3.021 -6.208 4.076
H -2.725 -5.890 5.839
H -0.364 -4.225 5.467
H -0.955 -2.511 3.227
H 0.521 -2.669 4.157
H -0.634 -1.591 4.770
C -6.967 -4.408 4.861
C -7.355 -3.308 3.891
O -7.643 -2.206 4.301
N -7.540 -3.630 2.603
C -7.167 -4.958 2.105
H -6.935 -3.950 5.860
H -5.929 -4.712 4.704
H -7.696 -5.222 4.849
H -7.956 -2.973 1.999
H -7.736 -5.725 2.718
H -6.128 -5.196 2.323
H -7.452 -5.162 1.096
C -0.709 5.487 -0.496
C -0.206 4.184 -0.864
O -0.392 3.757 -2.013
N 0.223 3.345 0.059
C 0.414 3.547 1.510
H -1.196 6.016 -1.348
H 0.145 6.126 -0.403
H -1.226 5.484 0.476
H 0.389 2.395 -0.232
H 0.605 4.618 1.716
H 1.338 3.054 1.734
H -0.497 3.341 2.000
C -1.815 -1.247 -4.158
C -2.199 0.107 -3.565
O -1.636 0.556 -2.536
N -3.350 0.661 -3.989
C -3.856 1.754 -3.186
H -2.689 -1.764 -4.468
H -1.242 -1.862 -3.493
H -1.154 -1.088 -4.980
H -3.536 0.519 -4.994
H -3.182 2.619 -3.127
H -4.046 1.341 -2.184
H -4.756 2.113 -3.661
C -4.507 3.128 3.933
C -3.052 3.055 3.641
O -2.602 3.567 2.608
N -2.291 2.302 4.458
C -0.958 1.905 4.090
H -4.664 3.175 5.043
H -5.010 2.259 3.584
H -4.943 3.962 3.372
H -2.738 1.711 5.068
H -0.568 1.215 4.793
H -0.412 2.814 4.195
H -0.898 1.440 3.120


[6]
Formula: C7H6BaO6S
Source: OMol25
Level of theory: ωB97M-V with the def2-TZVPD basis set

Results
**Orbital gap (spin up / spin down)**: 8.12 / 8.13 eV
**Charge**: +2
**ΔE to the lowest compared entry with this formula, charge and spin**: 3.124 eV
**Highest occupied orbital energy (spin up / spin down)**: -17.22 / -17.22 eV

Element x y z (Å)
O 3.136 1.190 -2.264
C 2.076 1.406 -1.906
Ba -0.209 0.433 -0.093
O -1.165 4.036 -2.199
C -0.909 3.063 -1.648
C -2.996 1.446 0.431
O -3.929 1.185 1.048
C 0.540 2.864 1.437
O 0.998 3.255 2.395
C -1.459 -0.076 -2.826
O -1.814 -0.862 -3.614
C 2.114 -2.329 -0.159
S 0.922 -1.989 1.316
C -1.239 -1.439 1.763
O 1.304 -0.532 1.668
H 1.762 -3.047 -0.894
H 2.843 -2.849 0.486
H 2.628 -1.486 -0.657
H -1.286 -2.284 2.459
H -1.303 -0.452 2.293
H -2.013 -1.534 0.964


no.,E_tot (eV)
1,-11987.0601
2,-108520.9978
3,-76301.9999
4,-15261.8773
5,-268382.6321
6,-31150.6729